{
  "formula": "C7H7GdNO4",
  "method": "ωB97M-V/def2-TZVPD",
  "symbols": ["Gd", "O", "C", "C", "O", "C", "O", "C", "O", "H", "H", "C", "C", "C", "N", "H", "H", "H", "H", "H"],
  "coordinates": [[0.0123, 0.0076, -1.8497], [-0.0044, 3.5915, -1.8682], [-0.0052, 2.4408, -1.9437], [0.0019, -2.4329, -1.9449], [0.0034, -3.5850, -1.8634], [2.4455, 0.0012, -2.0073], [3.5927, 0.0041, -1.9282], [-2.4331, -0.0035, -2.0060], [-3.5825, -0.0044, -1.9203], [-0.0007, 0.3814, -4.1071], [0.0001, -0.3809, -4.1058], [0.5492, 0.3608, 3.6044], [-0.5670, -0.3724, 2.8473], [-0.2987, -0.1955, 1.4707], [0.0177, 0.0108, 0.3698], [1.5291, -0.0665, 3.3592], [0.3369, 0.2213, 4.6525], [0.5461, 1.4298, 3.3592], [-0.5636, -1.4774, 2.9408], [-1.5798, 0.0694, 2.9409]],
  "forces_ev_per_angstrom": [[-0.03, -0.01, 1.29], [-0.01, -5.23, -0.38], [0.00, 7.23, 0.28], [0.00, -7.35, 0.28], [-0.01, 5.39, -0.42], [6.84, 0.01, 0.28], [-4.90, -0.01, -0.40], [-7.01, -0.01, 0.27], [5.14, 0.00, -0.44], [-0.01, -0.47, -0.75], [-0.01, 0.46, -0.74], [0.42, 0.28, 0.10], [-0.46, -0.30, -0.92], [0.27, 0.17, -0.51], [-0.06, -0.03, 0.09], [-0.27, 0.07, 0.19], [0.12, 0.08, 0.37], [-0.04, -0.27, 0.19], [-0.24, 0.36, 0.61], [0.23, -0.36, 0.61]],
  "lowdin_charge": [1.25, 0.25, 0.01, 0.01, 0.25, 0.01, 0.25, 0.01, 0.25, 0.10, 0.10, -0.02, -0.14, -0.08, 0.06, 0.11, 0.11, 0.11, 0.18, 0.18],
  "total_charge": 3,
  "gap_ev": [8.4, 4.1],
  "e_tot_ha": -1391.01793,
  "multiplicity": 8,
  "homo_ev": [-22.8, -22.8]
}

{
  "formula": "C6H12N2",
  "method": "ωB97M-V/def2-TZVPD",
  "symbols": ["C", "C", "C", "C", "C", "C", "N", "N", "H", "H", "H", "H", "H", "H", "H", "H", "H", "H", "H", "H"],
  "coordinates": [[-0.9219, 1.3648, 0.4469], [-1.2949, 2.3081, -0.3725], [-0.5135, 0.8451, 1.6888], [-0.5845, -0.6550, 1.7897], [0.0145, -1.3310, 0.5285], [1.4190, -1.1830, -2.0266], [-0.6728, -0.9126, -0.6413], [-0.0743, -0.9388, -1.8271], [-1.6298, 2.0086, -1.4267], [-1.6921, 3.2900, -0.0183], [0.4777, 1.1996, 1.8408], [-1.0750, 1.3022, 2.5661], [-0.0401, -0.9453, 2.7133], [-1.6327, -1.0480, 1.7393], [1.0616, -1.0079, 0.5066], [-0.0112, -2.5217, 0.8190], [2.1711, -0.5670, -1.4317], [1.5702, -2.2027, -1.8144], [1.7013, -1.1583, -3.1713], [-0.4158, -0.1783, -2.2875]],
  "forces_ev_per_angstrom": [[-0.36, 0.28, -2.24], [-1.65, -0.32, -0.61], [-0.98, 0.68, 2.15], [-0.63, -1.34, -0.73], [1.15, -1.81, 1.66], [-0.09, 1.19, -1.62], [-1.25, 0.17, 1.41], [3.33, -2.05, 0.82], [0.80, 0.61, 1.27], [0.57, -0.50, -0.32], [1.28, 0.02, 0.25], [0.28, -0.39, -0.84], [-0.56, -0.31, -0.60], [0.61, 0.68, 0.79], [0.26, -0.45, -0.18], [0.05, 2.51, -1.22], [-1.22, -0.44, -0.73], [0.30, -1.26, 0.70], [-0.89, 0.52, 2.22], [-1.00, 2.20, -2.16]],
  "nbo_charge": [0.19, -0.55, -0.55, -0.38, -0.27, -0.48, -0.22, -0.37, 0.21, 0.20, 0.23, 0.22, 0.21, 0.21, 0.17, 0.19, 0.20, 0.20, 0.22, 0.36],
  "gap_ev": [8.1, 7.9],
  "e_tot_ha": -345.10372,
  "relative_energy_ev": 6.0992,
  "homo_ev": [-7.2, -6.9]
}